{"formula": "C25H25Br2Cl4N4O5S2Ti", "method": "the ωB97M-V functional and the def2-TZVPD basis", "homo_lumo_gap_ha": 0.2493, "charge": -1, "homo_energy_ev": -5.14, "e_lumo_ev": 1.6, "elements": ["Br", "Br", "Ti", "Cl", "Cl", "Cl", "Cl", "S", "S", "O", "O", "O", "O", "O", "N", "N", "N", "N", "C", "C", "C", "C", "C", "C", "C", "C", "C", "C", "C", "C", "C", "C", "C", "C", "C", "C", "C", "C", "C", "C", "C", "C", "C", "H", "H", "H", "H", "H", "H", "H", "H", "H", "H", "H", "H", "H", "H", "H", "H", "H", "H", "H", "H", "H", "H", "H", "H", "H"], "positions_angstrom": [[-2.029713, -6.546537, 0.656191], [-2.510507, -1.328687, 2.599333], [1.260834, 0.519986, 1.584924], [-1.493024, 4.887232, 6.042494], [3.399462, 4.257616, 3.856761], [-2.538804, 2.535779, 4.255384], [1.585346, 5.560384, 5.937323], [4.241498, 2.292331, -1.882967], [3.638243, 0.434001, 0.407998], [1.969379, 2.271901, 2.169696], [-0.330009, 1.134858, 2.730126], [0.259977, -0.897451, 0.809513], [3.993461, -0.370071, -1.981722], [1.086893, -1.839750, 4.874465], [0.234766, 1.567123, -0.306377], [-3.225001, 0.584419, -1.336042], [0.430496, -2.298983, -1.498653], [1.915756, -0.665265, 2.923029], [0.549975, 2.996619, -0.224232], [-1.768321, -3.790547, 1.680900], [1.286723, 2.817311, 3.128652], [0.778012, 0.967951, -1.531840], [3.956064, 0.775524, -1.242779], [-0.536834, -1.952328, 0.643304], [-0.591382, -4.914092, -1.652263], [1.766718, 3.825321, 3.980678], [-4.224088, 0.724820, -0.288815], [-1.486004, -2.438536, 1.547524], [1.491276, -1.272936, 3.911586], [-3.657605, -0.148686, -2.501849], [-0.283449, -2.808291, -0.476803], [4.829297, -0.444343, -3.122180], [1.417680, -2.533887, -3.672719], [0.902015, 4.346405, 4.942739], [0.634760, -3.070684, -2.500512], [-1.449078, -4.697175, 0.667688], [-0.442155, 3.991064, 5.041394], [-1.222490, 1.356237, -0.162853], [-2.064355, 1.423579, -1.434039], [-0.776926, -4.178862, -0.452240], [-0.071751, 2.262405, 3.383297], [0.125842, -4.366992, -2.677311], [-0.950110, 2.972574, 4.226710], [5.803784, -0.014588, -2.914924], [-2.353300, -4.105261, 2.541191], [-1.430209, 0.414446, 0.326756], [0.295091, -4.868151, -3.633861], [2.306577, -1.968274, -3.401694], [4.829683, -1.496396, -3.466653], [-4.242064, -0.258194, 0.189138], [-3.830096, 1.369815, 0.516607], [4.414120, 0.129435, -3.982313], [1.844024, 1.244957, -1.682650], [-1.060093, -5.885064, -1.717351], [0.068547, 3.450450, 0.618487], [0.200567, 1.329505, -2.387440], [-1.612011, 2.155300, 0.490131], [-5.230395, 1.011186, -0.671712], [1.639986, 3.056439, -0.250005], [0.713638, -0.126882, -1.475143], [-1.549932, 0.963788, -2.276615], [-3.900590, 0.585036, -3.308754], [-4.456370, -0.857612, -2.209277], [-2.261478, 2.464900, -1.737781], [0.091366, 3.536603, -1.074639], [-2.870211, -0.755811, -2.913595], [0.829651, -1.888254, -4.363550], [1.656828, -3.428711, -4.269859]], "atomic_forces_ev_per_a": [[0.234, 0.892, 0.384], [-0.137, 0.999, 0.961], [-0.879, 0.581, -0.557], [-0.336, 0.211, 0.450], [0.705, 0.285, -0.149], [-2.314, -0.741, 0.123], [-0.164, 0.560, 0.676], [0.089, -0.873, 0.095], [-0.588, -0.278, 0.633], [-0.225, -1.599, -0.383], [1.097, 0.378, -0.957], [-1.273, -0.203, 0.007], [0.224, 0.221, 0.500], [0.735, 0.733, -1.492], [0.037, -0.078, 0.925], [-0.483, -0.367, 0.476], [-0.237, 0.045, 1.067], [-0.592, -1.550, 2.709], [-0.024, -0.054, -1.469], [-0.690, -1.919, -1.072], [-2.375, 0.198, 1.816], [0.547, -0.106, -0.281], [0.065, 0.203, -0.628], [1.330, -0.238, 0.301], [0.117, 0.088, -0.035], [-1.246, -1.439, -0.694], [0.918, -0.357, 0.098], [0.848, 0.243, -0.270], [0.215, 0.797, -0.831], [-0.040, 0.934, 0.150], [-0.575, -1.154, 1.133], [-0.801, 0.368, -1.480], [-0.240, -0.244, -0.978], [-0.004, 0.295, -0.094], [0.776, 0.384, -2.330], [-0.138, 0.982, 0.719], [0.852, 0.061, -0.656], [-0.571, 0.747, 0.130], [-0.207, -0.601, -0.828], [0.375, 0.716, -1.039], [2.005, 1.241, -0.208], [-0.540, -0.607, 0.494], [2.656, -0.358, -0.636], [0.249, -0.278, 0.088], [0.037, 0.027, -0.213], [0.049, -0.080, -0.065], [-0.136, 0.017, 0.479], [0.016, -0.141, 0.200], [0.305, 0.462, 0.615], [-0.792, -0.035, 0.166], [-0.493, 0.146, -0.518], [0.112, -0.094, 0.617], [-1.090, 0.016, 0.247], [0.151, -0.109, -0.133], [0.259, 0.019, 0.911], [0.380, 0.000, -0.129], [0.366, -0.418, 0.120], [0.543, 0.105, 0.410], [-0.202, 0.585, 0.190], [-0.071, 0.393, -0.052], [0.271, 0.202, 0.057], [-0.665, -0.703, 0.141], [0.089, 0.689, -0.434], [-0.140, 0.075, 0.089], [0.418, -0.192, -0.144], [0.663, -0.371, -0.073], [0.062, -0.272, 0.668], [0.476, 0.562, -0.014]], "nbo_charge": [0.026, 0.124, 1.728, 0.028, 0.052, 0.049, 0.017, -0.190, -0.166, -0.699, -0.721, -0.725, -0.536, -0.540, -0.467, -0.471, -0.428, -0.824, -0.409, -0.235, 0.280, -0.466, 0.032, 0.327, -0.128, -0.159, -0.418, -0.174, 0.878, -0.398, 0.198, -0.264, -0.643, -0.090, 0.243, -0.073, -0.144, -0.239, -0.216, -0.153, 0.242, -0.276, -0.105, 0.197, 0.239, 0.237, 0.214, 0.240, 0.189, 0.198, 0.211, 0.186, 0.234, 0.221, 0.208, 0.172, 0.205, 0.172, 0.243, 0.268, 0.199, 0.161, 0.204, 0.157, 0.170, 0.189, 0.220, 0.198]}